A gas-phase ion, C4H2NO3 (charge -1). Source: OMol25; level of theory: ωB97M-V/def2-TZVPD.

- calculated total energy (Eh) = -433.9510
- relative energy (zero: lowest compared OMol25 entry of this formula, charge and spin) (eV) = 5.813

ORCA input file:
```
! RIJCOSX wB97M-V def2-TZVPD def2/J DEFGRID3
* xyz -1 1
C 2.398 -1.288 0.113
C 1.055 0.671 -0.111
C -1.218 -0.163 0.142
C -2.757 0.018 -0.151
N -0.095 0.110 -0.024
O -3.417 -0.977 -0.406
O -3.005 1.209 -0.047
O 2.197 0.048 0.037
H 3.557 -1.437 0.269
H 1.285 1.809 0.178
*
```

***

10 unconnected molecules or ions with the total composition C43H60F24N6O5. Source: OMol25; level of theory: ωB97M-V/def2-TZVPD.

- calculated total energy (Eh) = -4775.9196
- SMILES = FC(F)C(F)(F)COC(F)(F)C(F)F.FC(F)C(F)(F)COC(F)(F)C(F)F.FC(F)C(F)(F)COC(F)(F)C(F)F.O=C1CCCO1.CCCC#N.CCCC#N.CCCC#N.CCCC#N.CCCC#N.CCCC#N

ORCA input file:
```
! RIJCOSX wB97M-V def2-TZVPD def2/J DEFGRID3
* xyz 0 1
F -5.258 2.959 1.992
C -5.230 4.137 1.343
F -4.010 4.389 0.816
C -6.305 4.144 0.209
F -6.538 5.464 -0.071
F -7.438 3.575 0.631
C -5.744 3.591 -1.107
O -6.658 3.706 -2.204
C -7.343 2.578 -2.597
F -6.474 1.995 -3.511
F -7.556 1.643 -1.679
C -8.620 2.923 -3.359
F -8.421 3.777 -4.376
F -9.272 1.846 -3.844
H -5.442 4.923 2.071
H -5.360 2.573 -1.008
H -4.932 4.213 -1.475
H -9.277 3.385 -2.611
F 1.807 -2.682 1.052
C 1.035 -1.578 0.827
F -0.109 -1.781 1.538
C 1.751 -0.265 1.202
F 3.006 -0.160 0.731
F 1.802 -0.288 2.563
C 0.917 0.908 0.696
O -0.480 0.797 0.939
C -1.045 1.201 2.136
F -0.397 0.752 3.219
F -0.883 2.552 2.190
C -2.548 0.832 2.012
F -2.774 -0.493 1.957
F -3.339 1.348 2.972
H 0.700 -1.644 -0.215
H 1.025 0.950 -0.390
H 1.307 1.887 0.978
H -2.854 1.225 1.037
F -1.316 -2.835 -2.879
C -0.253 -2.282 -3.517
F 0.003 -1.153 -2.805
C 0.976 -3.201 -3.559
F 1.790 -3.217 -2.465
F 1.816 -2.704 -4.530
C 0.609 -4.671 -3.787
O -0.404 -4.847 -4.778
C -0.050 -5.537 -5.931
F 0.521 -6.735 -5.609
F -1.194 -5.934 -6.543
C 0.776 -4.632 -6.889
F 0.661 -4.919 -8.191
F 0.373 -3.334 -6.734
H -0.525 -2.097 -4.563
H 0.268 -5.090 -2.841
H 1.491 -5.229 -4.104
H 1.810 -4.557 -6.534
O 3.308 3.130 1.176
C 4.242 3.413 1.860
C 4.256 3.914 3.311
C 5.697 4.479 3.429
C 6.449 3.529 2.501
O 5.521 3.231 1.452
H 3.466 4.653 3.418
H 4.100 3.062 3.971
H 5.739 5.537 3.166
H 5.991 4.518 4.479
H 7.382 3.935 2.121
H 6.681 2.625 3.067
C 0.598 3.875 -1.243
C 0.802 5.407 -1.140
C 2.016 5.884 -1.938
C 1.859 5.554 -3.350
N 1.705 5.254 -4.446
H 0.104 3.648 -2.188
H -0.084 3.562 -0.454
H 1.577 3.401 -1.192
H 1.024 5.641 -0.097
H -0.092 5.949 -1.444
H 2.930 5.446 -1.539
H 2.094 6.975 -1.955
C 5.063 -2.034 3.087
C 5.477 -3.368 3.736
C 6.998 -3.651 3.764
C 7.604 -3.359 2.474
N 8.067 -3.151 1.446
H 5.539 -1.195 3.606
H 3.987 -1.879 3.123
H 5.437 -1.961 2.064
H 5.109 -4.160 3.079
H 4.999 -3.330 4.710
H 7.212 -4.660 4.107
H 7.437 -2.891 4.420
C -6.644 -1.201 -3.997
C -5.163 -1.560 -4.196
C -4.100 -0.536 -3.793
C -4.175 -0.030 -2.383
N -4.247 0.314 -1.289
H -6.901 -0.323 -4.602
H -6.844 -0.877 -2.975
H -7.292 -1.990 -4.367
H -5.090 -1.841 -5.248
H -5.143 -2.506 -3.646
H -4.321 0.364 -4.368
H -3.101 -0.966 -3.789
C 2.704 -2.370 6.075
C 2.329 -0.881 5.962
C 1.272 -0.412 6.987
C -0.055 -0.843 6.541
N -1.096 -1.234 6.259
H 2.618 -2.829 5.086
H 2.034 -2.976 6.685
H 3.744 -2.512 6.363
H 2.039 -0.616 4.945
H 3.240 -0.296 6.111
H 1.311 0.677 6.952
H 1.522 -0.796 7.972
C -5.763 -1.352 3.263
C -6.279 -0.693 1.992
C -6.365 -1.659 0.798
C -7.720 -2.083 0.385
N -8.771 -2.440 0.087
H -5.281 -0.666 3.961
H -5.097 -2.199 3.123
H -6.660 -1.644 3.819
H -5.690 0.189 1.727
H -7.276 -0.255 2.066
H -5.915 -2.642 0.966
H -5.954 -1.317 -0.155
C 5.221 -1.531 -1.604
C 6.711 -1.212 -1.662
C 7.537 -2.269 -2.389
C 8.898 -1.874 -2.775
N 9.977 -1.604 -3.060
H 4.581 -0.763 -1.174
H 5.174 -2.464 -1.039
H 4.807 -1.632 -2.611
H 7.033 -0.981 -0.645
H 6.929 -0.267 -2.171
H 7.104 -2.592 -3.342
H 7.473 -3.206 -1.830
*
```

***

For each record above, in turn, the calculated orbital gap values are 7.2970; 10.9922 eV.